[1]
DFT (ωB97M-V/def2-TZVPD) results for C22H45N2OP3PmSe as an isolated structure.

Element x y z (Å)
Pm  -0.311  0.211  0.521
P  0.923  2.415  -0.810
P  -2.643  1.842  0.081
P  1.861  -1.524  0.869
H  -2.832  -1.322  -0.539
C  -2.053  -1.814  0.053
C  -2.076  -1.855  1.418
H  -2.792  -1.293  2.024
C  0.687  2.224  -2.619
C  0.638  4.220  -0.702
C  2.756  2.354  -0.756
C  -4.190  1.059  0.667
C  -2.698  3.491  0.883
C  -3.035  2.246  -1.663
C  1.489  -3.240  1.402
C  3.469  -1.102  1.631
C  2.443  -1.892  -0.816
H  -1.322  -2.382  -0.539
H  -1.389  -2.458  2.018
H  1.465  2.825  -3.116
H  -0.315  2.585  -2.895
H  0.751  1.170  -2.938
H  1.473  4.740  -1.193
H  0.564  4.533  0.345
H  -0.306  4.471  -1.201
H  3.148  3.268  -1.229
H  3.104  1.456  -1.288
H  3.097  2.288  0.286
H  -5.016  1.446  0.056
H  -4.392  1.284  1.724
H  -4.126  -0.033  0.549
H  -3.572  4.040  0.510
H  -1.777  4.041  0.649
H  -2.788  3.392  1.971
H  -4.000  2.768  -1.726
H  -3.099  1.317  -2.251
H  -2.262  2.898  -2.100
H  2.152  -3.917  0.844
H  0.443  -3.485  1.158
H  1.638  -3.378  2.481
H  4.243  -1.815  1.321
H  3.389  -1.096  2.722
H  3.753  -0.094  1.300
H  3.128  -2.747  -0.858
H  2.941  -1.011  -1.243
H  1.587  -2.114  -1.463
C  1.693  -1.862  -4.332
C  1.664  -1.273  -5.604
C  1.658  -2.137  -6.716
C  1.741  -3.533  -6.569
C  1.850  -4.081  -5.287
C  1.839  -3.247  -4.161
O  1.468  -1.128  -3.188
H  1.683  -0.167  -3.249
H  1.592  -0.188  -5.699
H  1.590  -1.698  -7.713
H  1.727  -4.190  -7.455
H  1.927  -5.161  -5.161
H  1.889  -3.655  -3.150
C  -2.789  1.900  4.249
N  -1.968  0.722  4.505
C  -2.259  -0.331  5.374
C  -1.177  -1.148  5.404
N  -0.226  -0.591  4.567
C  1.124  -1.080  4.383
C  -0.718  0.540  3.966
Se  0.274  1.751  2.884
H  -3.485  2.049  5.079
H  -3.357  1.788  3.315
H  -2.138  2.779  4.181
H  -3.197  -0.400  5.891
H  -0.989  -2.069  5.927
H  1.473  -1.567  5.299
H  1.166  -1.795  3.548
H  1.796  -0.239  4.172

The value obtained for the HOMO-LUMO gap (spin up / spin down) is 0.1687 / 0.1753 Eh. The value obtained for the energy relative to the best compared isomer or geometry (same formula, charge and spin) is 0.000 eV. The spin multiplicity is 5. As for the expectation value of S²: 6.01. As for the electronic energy: -138313.856 eV. For the HOMO energy (spin up / spin down), the calculation gives -14.739 / -14.740 eV. As for the net charge: +3.

[2]
DFT (ωB97M-V/def2-TZVPD) results for a 2-piece molecular cluster, C22H45N4O2P2 overall.

Element x y z (Å)
C  0.985  -0.515  -0.351
C  -0.255  -0.254  -1.295
P  -1.615  -1.404  -0.755
C  -1.677  -2.887  -1.921
C  -1.044  -4.152  -1.228
C  -3.307  -0.534  -0.870
C  -3.135  0.472  -2.008
N  -2.925  1.220  -2.815
C  -3.649  0.184  0.529
C  -2.393  0.256  1.369
N  -1.496  0.386  2.027
O  -4.807  -0.321  1.151
C  -4.594  -1.232  2.231
C  -3.916  -2.592  1.833
C  -2.625  -2.901  2.680
C  -4.983  -3.753  1.998
C  -5.264  -4.115  3.476
C  -4.577  -4.954  1.103
P  -4.044  2.027  0.095
N  -5.727  1.914  -0.294
O  -3.843  2.949  1.471
H  1.639  -1.311  -0.766
H  0.590  -0.916  0.599
H  1.597  0.398  -0.218
H  0.098  -0.465  -2.328
H  -0.546  0.813  -1.294
H  -2.751  -3.061  -2.135
H  -1.201  -2.644  -2.888
H  -0.650  -3.875  -0.234
H  -0.268  -4.596  -1.876
H  -1.832  -4.915  -1.104
H  -4.075  -1.262  -1.173
H  -5.609  -1.511  2.583
H  -4.121  -0.774  3.128
H  -3.609  -2.634  0.772
H  -1.743  -2.798  2.019
H  -2.547  -2.270  3.579
H  -2.642  -3.970  2.973
H  -5.925  -3.324  1.588
H  -5.878  -5.039  3.528
H  -5.867  -3.340  3.991
H  -4.364  -4.305  4.084
H  -3.673  -5.457  1.491
H  -4.325  -4.549  0.098
H  -5.422  -5.648  0.939
H  -5.931  2.454  -1.128
H  -6.321  2.166  0.492
H  -4.366  2.614  2.223
C  6.593  4.986  -2.335
C  6.571  4.722  -0.827
C  6.495  3.247  -0.439
N  5.096  2.671  -0.266
C  4.576  2.999  1.102
C  4.097  3.086  -1.326
C  4.469  2.240  -2.523
C  4.765  0.879  -1.901
C  5.165  1.149  -0.448
H  5.609  4.897  -2.795
H  6.938  6.001  -2.532
H  7.272  4.300  -2.846
H  5.787  5.313  -0.346
H  7.520  5.098  -0.437
H  6.989  3.096  0.522
H  7.021  2.632  -1.170
H  4.545  4.081  1.211
H  5.243  2.554  1.838
H  3.578  2.580  1.206
H  3.106  2.811  -0.961
H  4.122  4.162  -1.473
H  5.360  2.620  -3.023
H  3.673  2.199  -3.265
H  5.547  0.353  -2.446
H  3.877  0.246  -1.926
H  6.167  0.806  -0.200
H  4.450  0.698  0.239

The value obtained for the HOMO-LUMO gap is 0.2889 Eh. As for the electronic energy: -52168.838 eV. For the HOMO energy, the calculation gives -10.113 eV. As for the net charge: +1.

[3]
DFT (ωB97M-V/def2-TZVPD) results for C22H45NO2P2PtSe2Te as an isolated structure.

Element x y z (Å)
Pt  0.720  -0.329  -0.391
O  -2.918  -4.101  3.055
C  -3.259  -3.537  1.798
C  -2.216  -2.464  1.436
C  -2.125  -1.422  2.558
O  -1.503  -1.874  3.731
C  -0.889  -3.173  1.188
Se  0.740  -2.129  1.344
C  -2.767  -1.819  0.165
Se  -1.725  -0.544  -0.934
H  -3.536  -4.804  3.278
H  -4.251  -3.073  1.839
H  -3.274  -4.308  1.019
H  -3.143  -1.053  2.760
H  -1.520  -0.585  2.200
H  -1.965  -2.671  4.024
H  -0.911  -3.706  0.236
H  -0.724  -3.910  1.977
H  -3.679  -1.269  0.409
H  -3.046  -2.599  -0.544
C  0.628  2.967  -2.202
P  1.123  1.222  -2.188
C  0.562  0.649  -3.811
C  2.941  1.376  -2.364
C  3.651  0.106  -1.912
P  3.079  -0.282  -0.224
C  3.891  1.005  0.763
C  3.918  -1.799  0.280
H  1.161  3.455  -3.020
H  0.897  3.456  -1.266
H  -0.440  3.066  -2.386
H  0.696  1.439  -4.551
H  -0.489  0.364  -3.770
H  1.148  -0.219  -4.111
H  3.252  2.225  -1.749
H  3.179  1.631  -3.399
H  4.736  0.233  -1.911
H  3.415  -0.735  -2.563
H  4.928  1.078  0.429
H  3.884  0.744  1.817
H  3.398  1.969  0.648
H  4.984  -1.700  0.069
H  3.513  -2.671  -0.229
H  3.779  -1.952  1.351
C  2.522  -3.032  -3.136
Te  0.758  -2.657  -1.987
C  -0.433  -2.488  -3.743
H  2.664  -2.256  -3.884
H  2.364  -3.990  -3.627
H  3.392  -3.104  -2.489
H  -0.751  -3.499  -3.987
H  0.137  -2.071  -4.569
H  -1.298  -1.875  -3.505
C  -3.771  3.231  0.093
N  -2.646  2.928  1.023
C  -3.011  1.835  1.969
C  -1.373  2.669  0.232
C  -0.229  2.317  1.142
C  -0.003  3.283  2.134
C  0.832  3.067  3.208
C  1.464  1.838  3.293
C  1.314  0.911  2.275
C  0.513  1.116  1.145
H  -4.654  3.488  0.673
H  -3.961  2.340  -0.502
H  -3.492  4.062  -0.549
H  -2.471  3.758  1.591
H  -3.141  0.929  1.389
H  -3.931  2.114  2.476
H  -2.206  1.706  2.687
H  -1.204  3.609  -0.293
H  -1.614  1.879  -0.469
H  -0.520  4.238  2.063
H  0.970  3.825  3.966
H  2.094  1.600  4.139
H  1.844  -0.022  2.394

The value obtained for the HOMO-LUMO gap is 0.2646 Eh. The value obtained for the energy relative to the best compared isomer or geometry (same formula, charge and spin) is 0.731 eV. As for the electronic energy: -188927.454 eV. For the HOMO energy, the calculation gives -12.745 eV. As for the net charge: +2.

[4]
DFT (ωB97M-V/def2-TZVPD) results for C22H46Cl2F6OP2Pt as an isolated structure.

Element x y z (Å)
Pt  0.419  -0.262  -0.609
Cl  -1.841  -0.101  -0.850
P  0.561  0.457  -2.776
C  -0.390  2.003  -3.201
C  2.321  0.848  -3.173
C  -0.090  -0.772  -4.003
C  -0.696  2.878  -1.978
H  -1.344  1.586  -3.567
C  0.220  2.844  -4.333
H  1.154  3.331  -4.025
H  -0.495  3.640  -4.575
H  0.404  2.273  -5.252
H  -1.638  2.569  -1.512
H  -0.795  3.930  -2.283
H  0.086  2.813  -1.208
H  -1.175  -0.759  -3.790
C  0.432  -2.194  -3.796
C  0.124  -0.352  -5.466
H  -0.464  0.531  -5.751
H  -0.201  -1.183  -6.106
H  1.187  -0.160  -5.687
H  0.559  -2.458  -2.741
H  1.389  -2.345  -4.305
H  -0.292  -2.898  -4.226
C  2.895  1.801  -2.124
H  2.256  1.374  -4.138
C  3.191  -0.395  -3.350
H  2.426  2.798  -2.146
H  3.981  1.905  -2.262
H  2.748  1.371  -1.125
H  3.138  -1.017  -2.450
H  4.235  -0.078  -3.455
H  2.904  -0.988  -4.226
Cl  2.560  -0.916  -0.097
H  0.384  -1.686  -1.285
P  -2.036  -2.270  3.260
C  -3.104  -3.156  2.039
C  -0.247  -2.741  3.439
C  -2.603  -0.498  3.064
C  -2.460  -3.449  0.686
H  -3.940  -2.457  1.849
C  -3.683  -4.428  2.687
H  -2.917  -5.204  2.807
H  -4.479  -4.844  2.053
H  -4.106  -4.197  3.667
H  -2.314  -2.535  0.095
H  -3.116  -4.122  0.119
H  -1.494  -3.950  0.794
H  -3.226  -0.493  2.156
C  -1.516  0.554  2.876
C  -3.477  -0.183  4.297
H  -4.433  -0.711  4.255
H  -3.681  0.895  4.375
H  -2.969  -0.499  5.217
H  -0.890  0.393  1.988
H  -0.866  0.628  3.752
H  -1.965  1.548  2.747
C  0.332  -3.747  2.431
H  -0.283  -3.280  4.413
C  0.726  -1.570  3.661
H  -0.384  -4.552  2.226
H  1.225  -4.212  2.873
H  0.653  -3.259  1.496
H  0.933  -1.020  2.731
H  1.688  -1.966  4.016
H  0.353  -0.882  4.426
C  2.493  3.762  0.705
C  1.512  2.895  1.488
O  0.887  1.936  0.849
C  2.370  2.300  2.712
F  2.990  3.283  3.433
F  1.649  1.554  3.587
F  3.348  1.498  2.213
C  0.430  3.922  2.096
F  1.010  5.058  2.594
F  -0.415  4.315  1.100
F  -0.333  3.398  3.085
H  3.248  3.125  0.237
H  2.978  4.479  1.369
H  1.960  4.296  -0.088

The value obtained for the HOMO-LUMO gap (spin up / spin down) is 0.2068 / 0.1562 Eh. The spin multiplicity is 5. As for the expectation value of S²: 6.01. As for the electronic energy: -88778.271 eV. For the HOMO energy (spin up / spin down), the calculation gives -5.549 / -7.571 eV.

[5]
DFT (ωB97M-V/def2-TZVPD) results for a 2-piece molecular cluster, C22H46NO10P overall.

Element x y z (Å)
C  -1.678  -9.734  2.076
C  -1.468  -8.542  1.140
C  0.028  -8.197  1.027
C  0.216  -6.846  0.346
O  1.405  -6.872  -0.454
N  1.894  -5.558  -0.608
C  3.350  -5.556  -0.493
C  3.992  -4.368  -1.201
O  5.211  -4.031  -0.495
C  4.987  -3.095  0.465
O  5.002  -3.340  1.635
C  1.428  -5.044  -1.871
O  1.759  -5.481  -2.936
O  0.581  -4.041  -1.681
C  0.001  -3.501  -2.883
C  0.890  -2.399  -3.462
C  0.487  -1.042  -2.873
C  1.458  0.089  -3.325
C  2.381  0.602  -2.191
C  2.215  2.098  -1.900
C  1.763  2.410  -0.455
O  0.955  1.395  0.100
C  1.195  1.122  1.470
H  -2.672  -9.754  2.518
H  -1.550  -10.669  1.527
H  -0.915  -9.727  2.855
H  -1.992  -7.652  1.500
H  -1.846  -8.751  0.137
H  0.537  -8.999  0.494
H  0.399  -8.114  2.049
H  -0.651  -6.645  -0.292
H  0.338  -6.047  1.076
H  3.590  -5.468  0.568
H  3.769  -6.515  -0.810
H  4.301  -4.643  -2.204
H  3.347  -3.483  -1.195
H  4.817  -2.064  0.112
H  -0.265  -4.273  -3.600
H  -0.930  -3.041  -2.551
H  1.933  -2.550  -3.183
H  0.735  -2.343  -4.539
H  -0.518  -0.763  -3.196
H  0.509  -1.068  -1.782
H  0.872  0.903  -3.752
H  2.055  -0.332  -4.137
H  2.237  -0.008  -1.301
H  3.401  0.418  -2.537
H  1.522  2.589  -2.582
H  3.168  2.616  -2.023
H  2.655  2.632  0.137
H  1.176  3.336  -0.501
H  0.374  1.482  2.096
H  1.266  0.037  1.569
H  2.130  1.541  1.847
O  -2.793  6.349  3.263
P  -2.689  6.481  1.805
O  -1.421  5.717  1.215
C  -1.330  4.287  1.311
C  -2.306  3.578  0.392
O  -2.213  8.000  1.515
C  -2.128  8.961  2.566
C  -0.736  9.018  3.163
O  -3.690  6.370  0.580
C  -5.040  6.883  0.673
C  -5.121  8.391  0.793
H  -1.475  3.981  2.350
H  -0.313  4.020  1.028
H  -3.338  3.744  0.704
H  -2.118  2.503  0.406
H  -2.207  3.944  -0.629
H  -2.872  8.757  3.337
H  -2.386  9.927  2.127
H  -0.345  8.018  3.346
H  -0.745  9.567  4.106
H  -0.045  9.517  2.482
H  -5.555  6.397  1.504
H  -5.528  6.561  -0.245
H  -4.851  8.729  1.794
H  -6.145  8.715  0.603
H  -4.455  8.876  0.081

The value obtained for the HOMO-LUMO gap is 0.3639 Eh. The value obtained for the energy relative to the best compared isomer or geometry (same formula, charge and spin) is 1.586 eV. Its SMILES is CCCCON(CCOC=O)C(=O)OCCCCCCCOC.CCOP(=O)(OCC)OCC. As for the electronic energy: -54812.922 eV. For the HOMO energy, the calculation gives -9.223 eV.

[6]
DFT (ωB97M-V/def2-TZVPD) results for the molecule C22H46O.

Element x y z (Å)
C  9.972  -0.570  6.349
C  9.956  -0.642  4.827
C  8.587  -1.053  4.291
C  8.571  -1.125  2.766
C  7.250  -1.639  2.191
C  6.096  -0.652  2.358
C  4.775  -1.165  1.780
C  4.755  -1.194  0.253
C  3.455  -1.761  -0.321
C  2.247  -0.848  -0.124
C  0.994  -1.427  -0.777
C  -0.221  -0.516  -0.612
C  -1.472  -1.118  -1.246
C  -2.687  -0.202  -1.118
C  -3.938  -0.827  -1.730
C  -5.151  0.095  -1.638
C  -6.397  -0.552  -2.239
C  -7.658  0.303  -2.101
C  -7.630  1.567  -2.958
C  -8.955  2.322  -2.891
C  -8.943  3.583  -3.752
H  -8.101  4.218  -3.458
C  -10.241  4.379  -3.612
O  -10.468  4.837  -2.300
H  -9.701  5.350  -2.018
H  -11.100  3.746  -3.849
H  -10.231  5.227  -4.314
H  -8.808  3.317  -4.802
H  -9.167  2.600  -1.857
H  -9.764  1.670  -3.228
H  -7.424  1.293  -3.996
H  -6.826  2.224  -2.622
H  -8.521  -0.299  -2.397
H  -7.794  0.580  -1.053
H  -6.568  -1.508  -1.738
H  -6.220  -0.763  -3.296
H  -5.342  0.338  -0.590
H  -4.929  1.027  -2.161
H  -4.158  -1.766  -1.217
H  -3.745  -1.063  -2.780
H  -2.869  0.012  -0.062
H  -2.476  0.748  -1.615
H  -1.692  -2.076  -0.769
H  -1.281  -1.314  -2.304
H  -0.402  -0.343  0.452
H  -0.011  0.452  -1.072
H  1.182  -1.584  -1.842
H  0.776  -2.402  -0.334
H  2.461  0.132  -0.558
H  2.058  -0.706  0.941
H  3.591  -1.928  -1.393
H  3.254  -2.731  0.139
H  5.582  -1.810  -0.105
H  4.907  -0.181  -0.129
H  3.970  -0.518  2.134
H  4.584  -2.171  2.161
H  5.950  -0.454  3.422
H  6.356  0.293  1.877
H  7.397  -1.842  1.128
H  6.990  -2.583  2.676
H  9.374  -1.793  2.443
H  8.782  -0.135  2.354
H  8.319  -2.031  4.700
H  7.843  -0.333  4.637
H  10.226  0.333  4.415
H  10.706  -1.362  4.490
H  10.956  -0.277  6.709
H  9.246  0.157  6.704
H  9.724  -1.538  6.779

The value obtained for the HOMO-LUMO gap is 0.4077 Eh. The value obtained for the energy relative to the best compared isomer or geometry (same formula, charge and spin) is 0.296 eV. Its SMILES is CCCCCCCCCCCCCCCCCCCCCCO. As for the electronic energy: -25608.843 eV. For the HOMO energy, the calculation gives -10.076 eV.